1.
57
Properties=species:S:1:pos:R:3:mulliken_charge:R:1 method="wB97M-V/def2-TZVPD" homo_lumo_gap_ev=7.1 lumo_ev=2.391 e_above_lowest_kcal_mol=0.0 homo_ev=-4.7 charge=-1
C 5.54445 1.00912 1.18153 -1.14
C 4.98141 -0.25996 0.53859 -0.61
C 3.73646 -0.80820 1.22999 -0.26
C 2.53721 0.11656 1.13138 -0.55
O 1.38096 -0.49361 1.69781 -0.54
C 0.40627 -0.88131 0.78012 1.40
C -0.24668 0.29994 0.05303 -0.65
C -0.15785 1.67241 0.73117 -0.34
C -1.45386 2.11037 1.41182 -0.91
C -2.75449 2.07879 0.58702 -0.77
C -2.68012 2.29593 -0.91817 -0.18
O -1.77434 3.37074 -1.20401 -0.32
C -1.43389 3.58182 -2.51469 0.67
C -0.77271 2.45897 -3.24245 -0.72
O -1.56493 4.69701 -2.98020 -0.62
O 1.05363 -1.74152 -0.21147 -0.53
C 1.09193 -2.99455 0.27158 0.34
O 1.70130 -3.90802 -0.22963 -0.62
O 0.40730 -3.06679 1.43730 -0.47
C -0.47999 -1.93634 1.48808 1.23
C -0.75944 -1.59089 2.94207 -1.93
C -1.80138 -2.32362 0.77749 0.05
C -1.87340 -2.47664 -0.73024 -1.61
F -2.74739 -1.36513 1.19552 -0.37
H 4.77847 1.76681 1.34355 0.30
H 5.99481 0.78529 2.14956 0.29
H 6.31014 1.46142 0.55146 0.35
H 5.75558 -1.02735 0.58441 0.36
H 4.76869 -0.06076 -0.51368 0.35
H 3.95904 -0.94445 2.29390 0.28
H 3.49116 -1.79384 0.83646 0.13
H 2.36880 0.42898 0.09813 0.31
H 2.73220 1.02407 1.70573 0.40
H 0.22553 0.35267 -0.92882 0.38
H -1.27974 0.04893 -0.12478 0.00
H 0.62931 1.67612 1.48456 0.30
H 0.13749 2.41355 -0.01027 0.52
H -1.59935 1.45274 2.27419 0.09
H -1.30179 3.10540 1.83197 0.46
H -3.40152 2.86299 0.98796 0.51
H -3.28724 1.14334 0.75536 0.25
H -3.67431 2.58692 -1.26639 0.41
H -2.42496 1.38183 -1.45296 0.05
H -0.62045 2.75387 -4.27545 0.33
H 0.18990 2.22466 -2.78452 0.18
H -1.35640 1.54052 -3.25342 0.25
H 0.16290 -1.63790 3.51327 0.42
H -1.22233 -0.61416 3.03347 0.22
H -1.46210 -2.32193 3.34363 0.46
H -2.10190 -3.27490 1.22385 0.74
H -2.91084 -2.45275 -1.05123 0.47
H -1.36100 -1.70191 -1.27792 0.23
H -1.44120 -3.42734 -1.03991 0.37
N -3.59948 -2.40527 -3.87286 0.96
O -3.19896 -1.30193 -3.40913 -0.62
O -4.29716 -2.42681 -4.89662 -0.69
O -3.30374 -3.46389 -3.27711 -0.63

---

2.
55
Properties=species:S:1:pos:R:3:mulliken_charge:R:1 method="wB97M-V/def2-TZVPD" homo_lumo_gap_ev=10.2 lumo_ev=0.540 e_above_lowest_kcal_mol=23.7 homo_ev=-9.7
C -1.12779 1.19382 -0.79697 0.59
C -0.44663 0.22102 -0.99046 -2.55
C 0.59811 -0.81794 -1.02362 1.63
C 1.85965 -0.18747 -0.30029 -0.57
C 2.51134 0.82143 -1.26461 -0.79
C 3.21779 2.02414 -0.57650 -1.05
C 2.39181 2.70809 0.53902 0.17
C 3.13255 3.99706 1.04814 -0.71
O 3.43864 3.85136 2.42716 -0.43
C 2.27752 3.99922 3.24424 -0.67
O 1.06742 -1.16336 -2.34896 -0.60
S 2.03630 -2.47390 -2.20743 1.24
O 1.69106 -3.23630 -3.35372 -0.64
O 3.41906 -2.19728 -2.12020 -0.62
O 1.38858 -2.98420 -0.81313 -0.46
C 0.17854 -2.23149 -0.49497 1.16
C -0.02615 -2.22812 1.04593 -1.49
O -1.37036 -2.35024 1.45057 -0.37
C -1.98282 -1.11395 1.81800 -0.18
C -3.46163 -1.08746 1.33860 -0.59
O -3.85216 0.18704 0.83621 -0.43
C -4.25402 0.10595 -0.53478 0.18
C -4.59628 1.51027 -1.08149 -1.27
C -0.88225 -3.00196 -1.34799 0.27
C -0.79693 -4.50076 -0.99358 -1.46
F -2.15551 -2.48025 -1.19736 -0.25
H -1.78626 1.91081 -0.34691 0.65
H 1.45924 0.27390 0.61286 0.19
H 2.54961 -0.97410 0.03901 0.59
H 1.80823 1.23889 -1.99917 0.45
H 3.28072 0.30516 -1.85758 0.28
H 3.35273 2.79096 -1.36226 0.42
H 4.23155 1.74871 -0.25179 0.36
H 1.38380 2.99633 0.21012 0.12
H 2.35345 1.99082 1.37257 0.27
H 4.06417 4.11398 0.47942 0.39
H 2.46707 4.85948 0.85995 0.35
H 2.39744 4.90006 3.86647 0.27
H 1.34657 4.08033 2.66804 0.30
H 2.25199 3.13189 3.92192 0.24
H 0.46238 -1.37981 1.54389 0.48
H 0.48689 -3.13433 1.41394 0.49
H -2.03658 -1.09616 2.92356 0.32
H -1.43120 -0.21782 1.51004 0.16
H -3.65681 -1.84616 0.56878 0.33
H -4.10873 -1.33865 2.19650 0.33
H -5.06643 -0.62127 -0.68829 0.40
H -3.35459 -0.22147 -1.08503 0.03
H -4.62960 2.23528 -0.25485 0.30
H -5.52615 1.53183 -1.66058 0.34
H -3.80024 1.86225 -1.75615 0.28
H -0.64024 -2.92988 -2.41768 0.48
H -1.71298 -5.04684 -1.25262 0.39
H -0.50298 -4.67100 0.05073 0.34
H -0.00024 -4.96559 -1.59282 0.36

---

3.
54
Properties=species:S:1:pos:R:3:mulliken_charge:R:1 method="wB97M-V/def2-TZVPD" homo_lumo_gap_ev=7.5 lumo_ev=0.324 e_above_lowest_kcal_mol=4.9 homo_ev=-7.2
K -0.53776 0.05276 0.89826 1.19
C 0.66899 4.61037 0.65211 -1.66
C 0.31471 3.25110 0.06288 0.99
O -0.23454 2.44433 0.81937 -0.56
C 0.60517 2.99715 -1.34142 0.28
C 0.99631 4.07273 -2.17583 -0.93
C 1.20199 3.93179 -3.51917 -0.82
C 1.03256 2.65553 -4.10133 -0.35
C 0.67879 1.58227 -3.33604 -0.51
C 0.45612 1.67849 -1.91904 0.29
O 0.15433 0.63673 -1.25921 -0.74
H 0.50119 4.57142 1.72520 0.39
H 0.03170 5.38693 0.22316 0.36
H 1.70810 4.87166 0.45122 0.45
H 1.11916 5.05715 -1.74112 0.33
H 1.48759 4.78169 -4.12395 0.40
H 1.19083 2.52948 -5.16618 0.40
H 0.55900 0.59673 -3.77093 0.43
C -0.06722 -4.55839 3.13969 -1.05
Ge 1.66066 -4.65851 2.22123 0.46
C 1.38373 -4.57313 0.27944 -1.11
C 2.60396 -6.31740 2.69658 -1.11
C 2.74200 -3.12598 2.84655 -0.99
Se 2.02439 -1.39281 2.28850 0.03
C 2.89160 -1.28664 0.54807 -0.40
H -0.72464 -5.36016 2.80114 0.36
H -0.55086 -3.60387 2.92853 0.29
H 0.06347 -4.65173 4.21879 0.35
H 0.75216 -5.40740 -0.02912 0.38
H 2.32815 -4.64032 -0.26180 0.35
H 0.88221 -3.64424 0.00524 0.27
H 2.01437 -7.18268 2.38928 0.35
H 2.76462 -6.37576 3.77381 0.35
H 3.57368 -6.36798 2.19966 0.36
H 3.77685 -3.15936 2.50781 0.41
H 2.74244 -3.10696 3.93589 0.40
H 2.79750 -2.23798 0.03673 0.14
H 3.93745 -1.01994 0.67017 0.32
H 2.37833 -0.51678 -0.02910 -0.03
S -3.56357 -0.56663 1.41112 -0.40
C -3.64019 0.68478 0.26775 -0.17
N -3.62501 0.43060 -1.05080 -0.09
C -3.56558 1.44683 -2.09707 -0.75
C -2.91525 2.69921 -1.54151 0.28
C -3.62653 3.11252 -0.26609 -0.76
N -3.69773 1.97250 0.64230 -0.10
H -3.54009 -0.54117 -1.29429 0.25
H -4.57001 1.66663 -2.46919 0.32
H -2.97428 1.05528 -2.92353 0.44
H -2.96449 3.50373 -2.27484 0.46
H -1.86944 2.49487 -1.32521 -0.54
H -4.63123 3.48295 -0.48815 0.36
H -3.07456 3.91019 0.22977 0.40
H -3.65115 2.12738 1.63467 0.26

---

4.
64
Properties=species:S:1:pos:R:3:mulliken_charge:R:1 method="wB97M-V/def2-TZVPD" homo_lumo_gap_ev=5.2 lumo_ev=-6.499 homo_ev=-11.7 charge=+1
Hg 2.53274 -2.22350 -2.16831 1.35
C -0.09917 -0.79467 -0.64771 0.29
O 1.12890 -1.45663 -0.43629 -0.61
H 0.01192 -0.21226 -1.56234 -0.15
H -0.85543 -1.53127 -0.91900 0.40
H -0.40990 -0.10097 0.13353 -0.36
C 2.88444 0.61906 1.29809 0.38
C 4.12112 1.38289 0.97421 -0.24
O 4.10669 2.53796 1.79853 -0.39
S 3.28788 2.25822 3.26457 1.10
O 2.37647 3.36672 3.62081 -0.50
O 4.30529 1.90357 4.24781 -0.53
O 2.44384 0.94678 2.66315 -0.31
H 3.08878 -0.41609 1.02453 0.23
H 2.09621 0.93376 0.61416 -0.28
H 4.28856 1.63290 -0.07343 0.22
H 4.98546 0.75852 1.20048 0.33
C -1.24227 4.05087 1.44304 -0.31
C -0.20028 3.08512 0.90583 -0.01
O -0.69134 2.76423 -0.36728 -0.24
S -2.25149 3.10201 -0.64992 1.16
O -3.00511 1.87543 -0.79306 -0.56
O -2.42510 4.05472 -1.73716 -0.60
O -2.44572 3.74859 0.83230 -0.36
H -0.96013 5.06698 1.16736 0.29
H -1.39037 4.03923 2.52287 0.32
H -0.01262 2.19286 1.50310 0.09
H 0.82238 3.41694 0.72644 0.17
O 2.57912 -0.25238 -3.23623 -0.79
C 2.37070 0.94413 -3.17318 0.54
O 3.13646 1.73192 -2.47861 -0.30
C 2.80389 3.15018 -2.61324 -0.50
C 1.32692 2.99032 -3.03381 0.23
C 1.15961 1.68745 -3.73420 -0.30
H 3.51423 3.58361 -3.31728 0.28
H 3.00798 3.69305 -1.69034 0.37
H 1.01218 3.82948 -3.65418 0.43
H 0.67545 3.16567 -2.17770 -0.48
H 1.25029 1.73459 -4.81940 0.36
H 0.23747 1.17979 -3.45127 0.26
O 1.77431 -4.49432 -1.54286 -0.69
C 0.72496 -5.13176 -1.45319 0.50
O 0.33239 -5.94587 -2.46393 -0.33
C -0.90716 -6.59012 -2.23032 -0.36
C -1.41647 -5.87204 -0.93224 -0.62
C -0.28704 -5.07313 -0.27491 0.12
H -0.87823 -7.67789 -2.16695 0.27
H -1.50193 -6.42571 -3.12883 0.27
H -1.78912 -6.66099 -0.27896 0.31
H -2.25251 -5.20464 -1.14135 0.31
H 0.21322 -5.57573 0.55287 0.35
H -0.68305 -4.07951 -0.06518 -0.06
O -5.13049 0.71174 4.46219 -0.59
C -4.39698 0.07114 3.72560 0.46
O -3.87526 -1.11382 4.02085 -0.38
C -3.05305 -1.67264 2.93675 -0.44
C -2.91715 -0.48518 1.94434 0.22
C -4.08991 0.44891 2.32230 -0.26
H -3.61997 -2.49693 2.50406 0.25
H -2.06211 -2.03756 3.20689 0.33
H -2.96924 -0.94752 0.95862 0.31
H -1.97833 0.06838 1.92781 -0.27
H -4.98426 0.25069 1.73158 0.26
H -3.81870 1.49472 2.17798 0.11

---

| no. | molecular weight (g/mol) |
| --- | --- |
| 1 | 410.4 |
| 2 | 396.5 |
| 3 | 516.2 |
| 4 | 738.1 |